1.
{
  "formula": "C7H5O2Tl",
  "method": "ωB97M-V/def2-TZVPD",
  "species": ["C", "C", "H", "C", "O", "H", "H", "H", "H", "C", "C", "Tl", "C", "O", "C"],
  "coordinates": [[-0.4361, 0.0836, -0.0054], [1.0567, 0.7739, 0.3589], [-0.3239, -0.6471, -0.8335], [1.9123, 1.0246, -0.8193], [2.3377, 3.3157, -1.6779], [-1.3271, -1.5772, 2.5517], [1.5227, 0.0249, 1.0183], [0.8620, 1.6530, 0.9833], [2.2735, 0.2101, -1.4513], [2.0884, 2.2475, -1.3198], [-1.6148, -3.0571, 0.8426], [-3.7291, 1.0986, -1.0590], [-1.2940, -2.0710, 1.5872], [-1.4355, 0.7953, -0.0223], [-1.8927, -3.8750, -0.1536]],
  "mulliken_charge": [0.011, -0.512, 0.436, -0.682, -0.294, 0.414, 0.267, 0.375, 0.373, 0.597, 0.405, 0.870, -0.257, -0.510, -0.493],
  "charge": 1,
  "lumo_energy_ev": [-5.217, -5.065],
  "orbital_gap_ev": [6.858, 7.050],
  "total_energy_ha": -592.15029,
  "e_above_lowest_kj_mol": 63.8,
  "spin_multiplicity": 2,
  "s2": 0.7715
}

---

2.
{
  "formula": "C7H5S3",
  "method": "ωB97M-V/def2-TZVPD",
  "species": ["S", "H", "H", "S", "C", "C", "H", "S", "C", "H", "C", "H", "C", "C", "C"],
  "coordinates": [[-4.0084, 3.8025, 0.0112], [1.8341, -0.6866, 2.1656], [2.8925, 0.0097, 0.0014], [-0.9319, 3.9969, 0.0121], [-2.4648, 3.7711, 0.0112], [1.9273, -0.5160, -0.0003], [1.8431, -0.6807, -2.1673], [-2.2589, -0.4213, -0.0072], [1.3083, -0.8485, 1.2155], [-0.3755, -1.8233, -2.1144], [-0.7469, -1.1738, -0.0059], [-0.3885, -1.8153, 2.1057], [1.3134, -0.8461, -1.2194], [0.0252, -1.3842, 1.1987], [0.0311, -1.3844, -1.2072]],
  "mulliken_charge": [-0.302, 0.312, 0.283, -0.264, 0.546, -0.476, 0.312, -0.455, -0.170, 0.346, -0.085, 0.346, -0.172, -0.612, -0.610],
  "charge": -1,
  "lumo_energy_ev": 2.482,
  "orbital_gap_ev": 5.043,
  "total_energy_ha": -1464.29931,
  "e_above_lowest_kj_mol": 20.8
}

---

3.
{
  "formula": "C7H6",
  "method": "ωB97M-V/def2-TZVPD",
  "species": ["C", "C", "H", "H", "C", "C", "C", "H", "C", "H", "C", "H", "H"],
  "coordinates": [[-0.5011, 0.0982, -0.2256], [0.3153, -0.0142, -1.2657], [0.0429, 2.0845, 0.4405], [-1.8288, -0.5991, 1.3773], [2.7828, -1.0838, 0.4611], [-1.7511, -0.6223, 0.2112], [0.3766, 1.0423, 0.6123], [-1.6836, -1.5577, -0.2367], [2.5710, 0.0276, -0.0689], [0.6752, 0.6411, 1.5910], [1.4203, 0.5960, -0.3980], [0.2135, -0.4396, -2.2196], [-2.6328, -0.1730, -0.2790]],
  "mulliken_charge": [0.366, -0.574, 0.254, 0.283, -0.283, -1.047, -0.389, 0.343, -0.319, 0.373, 0.242, 0.462, 0.289],
  "charge": 0,
  "lumo_energy_ev": -0.447,
  "orbital_gap_ev": 8.892,
  "total_energy_ha": -270.07492,
  "e_above_lowest_kj_mol": 423.2
}

---

4.
{
  "formula": "C7H60NO21S",
  "method": "ωB97M-V/def2-TZVPD",
  "species": ["O", "H", "O", "H", "O", "C", "H", "H", "H", "C", "S", "H", "H", "O", "H", "H", "H", "O", "H", "H", "H", "O", "H", "O", "H", "H", "H", "H", "H", "H", "H", "O", "H", "H", "H", "O", "H", "H", "H", "O", "O", "O", "H", "H", "C", "H", "O", "O", "N", "H", "C", "C", "H", "H", "H", "H", "O", "O", "H", "C", "O", "O", "O", "H", "H", "H", "H", "H", "C", "H", "H", "O", "H", "H", "H", "H", "H", "H", "H", "H", "H", "H", "H", "H", "H", "O", "H", "H", "H", "H"],
  "coordinates": [[0.2724, -3.8633, -1.5723], [-0.6164, 1.7572, 1.4721], [0.3243, 5.5546, -0.6498], [-4.5025, -0.9331, 2.3387], [4.9609, 4.1912, -1.6595], [3.7452, 1.0708, -0.1618], [0.7705, -0.1451, 1.2461], [-2.2563, 1.7621, -0.7835], [2.7522, -3.0688, -3.9926], [1.0695, 0.6514, 0.4086], [-1.9654, -0.6000, 0.2294], [2.3155, 2.4557, 1.0305], [-5.7547, -5.5721, 2.6324], [-0.1281, -7.1092, -2.2833], [3.4324, -4.8017, -5.4318], [-1.9172, 4.0074, 1.2248], [-6.8791, 2.5743, 0.3735], [4.0902, -4.1013, -5.3069], [2.8302, 0.9033, 1.9680], [0.5954, -4.7172, -1.8972], [-0.0418, -1.9618, 0.3501], [-1.0390, 4.1446, 1.6108], [4.5782, -4.0866, -6.1439], [2.4559, -3.5791, -3.2239], [2.6860, -2.1094, 0.3039], [-1.2133, 4.2470, 2.5584], [4.6731, -3.4900, -3.2190], [-4.2490, -5.3603, -1.4478], [1.5881, 5.2499, 3.7171], [-0.3960, -6.8517, -1.3883], [5.3464, -0.5637, -0.4747], [-6.7111, -2.6989, 2.3708], [-0.7129, -1.9609, -1.2372], [2.1279, -2.9062, -2.6086], [-4.8451, 2.0612, -1.4273], [-3.7999, -3.1924, 1.6210], [0.8519, 6.3392, -0.4375], [1.9950, 2.0915, 3.4719], [-4.4865, 0.9070, -0.4942], [1.5477, 7.9512, 0.9784], [5.0836, -2.7776, -2.7061], [-3.7936, -5.4234, -0.5948], [-2.8691, -5.5868, -0.8345], [5.2123, 0.6937, -3.2057], [-1.3606, 1.0317, -0.5596], [-1.3608, -5.6442, 1.5369], [4.7224, 1.5215, -3.0885], [2.1811, 3.0030, 3.7429], [-0.9202, -1.9347, -0.2127], [-1.9099, 7.4779, 0.1130], [4.1551, -0.4899, -0.4479], [3.6588, -1.5621, 0.6882], [4.7793, -2.9364, -1.7999], [-5.7132, -0.0378, 2.5916], [-0.8901, 0.7462, -1.5946], [4.6976, 1.6267, 0.2822], [-7.1303, 3.4289, 0.7551], [1.5055, 6.2141, 3.6683], [-3.9859, -4.1039, 1.3500], [-0.1696, 1.7372, 0.3664], [-1.0929, -5.9017, 0.6420], [-5.4266, -6.2450, 2.0171], [-4.7537, -0.0786, 2.7203], [5.2687, 3.9656, -2.5502], [-1.8608, -0.3774, 1.6250], [0.1306, 2.8081, 0.0028], [0.4329, -3.9004, -0.6174], [-5.7865, -2.8622, 2.1311], [2.5093, 1.2863, 0.8930], [4.5017, -2.4063, 0.7364], [2.0753, 8.7357, 1.1907], [-5.2372, 1.4412, -0.7942], [1.2777, 7.6095, 1.8440], [1.2376, 6.4717, 4.5632], [-1.0103, -6.8660, 0.6908], [-7.1664, -2.6358, 1.5178], [-0.6488, 8.2694, 0.4516], [1.1802, 0.0217, -0.5868], [2.8551, 3.3012, 3.1138], [0.0543, 5.2129, 0.2159], [-8.0898, 3.4697, 0.6264], [3.5158, 1.5585, -1.2270], [-0.0454, -8.0734, -2.2344], [3.5743, -1.1365, 1.7751], [-5.1304, -5.7347, 1.2484], [-1.6107, 8.2791, 0.5687], [3.7867, -0.8083, -1.5360], [5.1964, 1.9751, -2.3754], [-3.1259, -2.8942, 0.9919], [4.0015, 4.2835, -1.7599]],
  "mulliken_charge": [-0.627, 0.250, -0.605, 0.299, -0.652, -0.975, -0.005, 0.232, 0.394, 0.106, 0.026, 0.267, 0.347, -0.596, 0.324, 0.298, 0.303, -0.589, 0.223, 0.274, 0.280, -0.534, 0.275, -0.638, -0.091, 0.251, 0.331, 0.282, 0.319, 0.293, 0.340, -0.600, 0.284, 0.251, 0.318, -0.555, 0.318, 0.286, 0.279, -0.646, -0.600, -0.536, 0.287, 0.315, -0.326, 0.256, -0.641, -0.655, -0.289, 0.309, -0.265, -0.689, 0.281, 0.335, 0.404, 0.213, -0.633, -0.612, 0.162, -0.377, -0.562, -0.611, -0.609, 0.332, 0.342, 0.069, 0.278, 0.299, -0.387, 0.363, 0.295, -0.560, 0.336, 0.310, 0.294, 0.334, 0.345, 0.193, 0.383, 0.278, 0.323, 0.226, 0.320, 0.286, 0.291, -0.637, 0.245, 0.329, 0.297, 0.324],
  "charge": 1,
  "lumo_energy_ev": -3.854,
  "orbital_gap_ev": 8.651,
  "total_energy_ha": -2335.23112
}

---

5.
{
  "formula": "C7H64BBrNO29",
  "method": "ωB97M-V/def2-TZVPD",
  "species": ["O", "H", "H", "H", "H", "H", "H", "H", "H", "H", "H", "N", "H", "H", "O", "H", "H", "H", "H", "H", "O", "O", "O", "H", "H", "O", "O", "H", "H", "H", "H", "H", "C", "H", "O", "B", "H", "H", "O", "H", "C", "H", "O", "H", "C", "H", "O", "O", "O", "O", "O", "H", "H", "H", "O", "O", "H", "O", "H", "H", "O", "H", "H", "H", "H", "H", "H", "O", "H", "H", "O", "H", "H", "C", "C", "H", "O", "H", "H", "O", "O", "H", "H", "H", "H", "H", "Br", "H", "O", "H", "H", "H", "O", "H", "C", "O", "H", "O", "O", "C", "H", "H", "H"],
  "coordinates": [[2.9861, -1.6598, -0.7341], [2.5813, 4.8923, 1.7466], [-3.7722, -2.6557, 1.9459], [-0.7826, 4.9629, -3.8887], [2.2262, -4.9887, 3.2705], [-0.5862, 3.4566, -3.9718], [-0.7740, -2.5030, -0.6183], [0.5935, 1.9794, 0.7963], [0.7802, -4.0364, -1.3080], [0.3502, -0.9008, -4.7350], [1.4823, -7.2270, 4.1610], [1.9117, -2.0903, -0.4387], [-0.9466, -0.9881, -1.4587], [-2.4022, 4.1760, 4.3486], [2.9740, 5.0045, 2.6223], [-9.4752, 3.1525, -0.7017], [0.8337, 1.2825, -0.7879], [-2.1693, -1.1099, -8.8020], [4.3507, -7.8587, 1.4681], [-0.4302, -3.4162, 5.0834], [-0.9917, -2.7533, 5.4971], [0.5648, -7.0876, 4.4262], [-2.5373, -1.9418, -8.4853], [8.0992, -7.9903, 2.1124], [-4.7443, 2.6608, 0.9322], [2.0275, -1.1657, 4.0429], [-1.4029, -2.0663, -5.2643], [3.8921, -4.9566, -0.0801], [-11.3180, 2.0110, 0.7890], [-4.6956, 2.8350, -0.5673], [2.2458, 4.8271, 3.2274], [-2.4555, -0.0297, -0.0026], [-1.6265, 0.4503, 0.5274], [3.2764, -5.5866, 2.3514], [-2.7010, 4.8777, 3.7592], [-0.4754, -0.6754, 0.7050], [7.7584, -5.8644, 0.4023], [3.0315, 1.8900, 0.9099], [7.4945, -7.2432, 2.0602], [-3.7872, -3.6229, 0.7857], [2.9462, 3.3226, -0.6879], [-2.0629, 0.7868, 1.4630], [4.6186, 6.0002, -2.9107], [-10.2186, -1.2494, -0.6395], [3.6829, 2.3465, 0.1747], [2.6653, -1.8837, 4.1014], [-4.1310, 2.8144, 0.2095], [1.8158, 3.8749, -0.1961], [1.0030, -1.5285, -1.2832], [-9.9621, -0.3548, -0.3946], [3.3546, 3.6047, -1.7674], [4.8858, 3.0717, 2.9120], [4.4920, 2.9133, 0.6323], [4.1125, 1.5945, -0.4699], [4.8467, -7.3778, 0.7945], [-4.3451, -2.9841, 1.2403], [6.8865, -4.9550, -0.4589], [5.4568, 3.5496, 2.3014], [6.0822, 7.4965, -4.8461], [-1.9899, -2.0587, -6.0299], [0.3610, -4.8608, -1.0354], [1.3340, -1.5070, 3.4594], [0.6077, -0.2594, 1.0319], [-0.6253, -1.9174, 5.1864], [-1.8246, 2.5035, -0.0295], [0.6102, -0.6538, -3.2587], [-1.9875, -2.2206, -4.5147], [7.7928, -5.2632, -0.3530], [7.3951, 7.2940, -5.5936], [0.2582, -7.9424, 4.7427], [-9.3442, 2.3343, -0.2095], [-0.1652, 4.1204, -0.6919], [-7.3568, 2.7156, 0.2684], [0.2626, 2.0286, -0.2356], [0.6094, 3.3797, -0.8499], [6.7823, -7.5550, 1.4806], [-12.2371, 2.1660, 1.0448], [-12.5482, 1.3144, 1.3660], [0.7828, 3.2464, -1.9078], [-1.1600, 4.1299, -3.5884], [0.5814, -0.2017, -4.1110], [-1.4285, 1.4489, -1.3788], [4.3360, 5.1405, -2.5659], [-1.1568, 4.5358, 2.3592], [3.9503, -3.4438, 0.0877], [-1.9849, -2.6167, -8.8935], [-1.0438, -1.9739, 2.2342], [-3.3796, 5.3435, 4.2566], [-6.8156, 3.5128, 0.1665], [-10.0147, -0.3363, 0.5669], [-0.1325, 3.8922, 1.4304], [-9.4945, 1.6334, -0.8601], [-0.6667, 3.7177, 2.2111], [-7.3770, 4.2186, 0.5004], [-0.3506, -1.5026, -0.7109], [2.7423, -5.7894, 3.1266], [5.1560, -6.5841, 1.2532], [6.9737, 7.1442, -4.7420], [4.0563, -4.2699, 0.5765], [-1.2138, 1.6664, -0.3311], [5.6130, 4.3918, 2.7398], [0.9037, -5.5487, -1.4332], [5.5517, 5.8791, -3.1191]],
  "mulliken_charge": [-0.548, 0.329, 0.288, 0.309, 0.284, 0.320, 0.424, 0.636, 0.328, 0.275, 0.312, 0.295, -0.029, 0.308, -0.602, 0.321, 0.368, 0.325, 0.342, 0.293, -0.624, -0.598, -0.653, 0.319, 0.261, -0.608, -0.621, 0.331, 0.342, 0.250, 0.314, 0.404, -1.189, 0.318, -0.599, 1.103, 0.358, 0.214, -0.662, 0.305, 0.903, 0.328, -0.617, 0.293, -0.921, 0.276, -0.525, -0.302, -0.182, -0.605, -0.820, 0.310, 0.328, 0.341, -0.670, -0.630, 0.330, -0.644, 0.323, 0.325, -0.592, 0.153, -0.388, 0.313, 0.494, 0.365, 0.301, -0.646, 0.300, 0.287, -0.695, 0.474, 0.359, -0.265, -1.441, 0.376, -0.636, 0.309, 0.406, -0.638, -0.616, 0.252, 0.404, 0.363, 0.247, 0.321, -0.618, 0.272, -0.583, 0.303, 0.209, 0.356, -0.572, 0.261, -0.600, -0.585, 0.255, -0.621, -0.585, -0.595, 0.287, 0.276, 0.349],
  "charge": -1,
  "lumo_energy_ev": 1.521,
  "orbital_gap_ev": 7.398,
  "total_energy_ha": -5140.68202
}

---

6.
{
  "formula": "C7H6As2Cl3CuF20O4",
  "method": "ωB97M-V/def2-TZVPD",
  "species": ["O", "Cl", "F", "Cl", "As", "F", "F", "H", "H", "Cu", "F", "F", "F", "O", "Cl", "F", "F", "H", "H", "C", "F", "F", "C", "F", "C", "As", "H", "O", "C", "F", "C", "F", "C", "H", "O", "F", "F", "C", "F", "F", "F", "F", "F"],
  "coordinates": [[1.8801, -1.0670, 0.1397], [-0.7356, -1.1106, -3.9379], [4.2506, 2.3872, 2.3222], [-2.0357, 1.3487, -3.2232], [3.2270, 2.2596, 3.7368], [-3.5335, -0.4710, 2.8477], [-1.3466, -0.7850, 0.9920], [-4.5029, -1.2248, 1.2275], [1.9857, -1.9965, -0.0761], [0.9516, 0.9634, 0.8489], [4.6611, 2.3471, 4.8783], [3.5109, 0.4118, 3.7217], [3.4008, 5.2465, 0.8968], [3.3890, 0.4487, 0.3989], [0.2815, 0.4736, -1.7423], [1.3283, 5.6772, -0.6563], [2.3169, 3.8658, -2.3132], [-1.6169, -3.2684, -0.4933], [0.2311, 1.0215, -4.0301], [-2.1684, -2.6602, -1.2102], [2.0684, 1.9991, 5.1050], [-4.7548, -3.8611, -0.4169], [3.1664, -0.7471, 0.1942], [2.0140, 3.2705, 0.1474], [-3.0629, -3.5762, -2.0815], [2.7735, 4.6404, -0.7418], [-4.6086, -5.0741, -1.8237], [-2.7742, -1.5861, -0.4936], [-3.9256, -4.4559, -1.2410], [-3.1539, -5.2143, -0.4990], [-2.4842, -1.4670, 0.8843], [4.2106, 3.5652, -0.6781], [-0.4316, 0.5270, -3.3200], [-1.3640, -2.3384, -1.8717], [4.0496, -1.5610, -0.0830], [-2.3051, -4.3821, -2.8827], [-2.3606, -2.6380, 1.5328], [-3.6269, -0.6385, 1.5048], [3.0983, 4.0160, 3.8188], [3.7385, 5.8822, -1.6740], [1.7771, 2.1077, 2.5044], [-3.7785, 0.5444, 0.8271], [-3.7405, -2.8802, -3.0394]],
  "mulliken_charge": [-0.241, -0.134, -0.386, -0.156, 2.012, -0.258, -0.170, 0.228, 0.201, 0.601, -0.546, -0.521, -0.522, -0.562, 0.089, -0.493, -0.527, 0.387, 0.418, -0.587, -0.508, -0.243, 0.571, -0.337, 0.897, 1.935, 0.252, -0.332, 0.057, -0.260, 0.841, -0.452, -0.136, 0.131, -0.766, -0.317, -0.266, 0.100, -0.463, -0.539, -0.479, -0.231, -0.287],
  "charge": -2,
  "lumo_energy_ev": 3.378,
  "orbital_gap_ev": 6.208,
  "total_energy_ha": -10061.50800,
  "e_above_lowest_kj_mol": 255.1
}